DFT (wB97M-V/def2-TZVPD) results for a single C5H7ClFN molecule in a non-equilibrium geometry.

Summary:
SMILES: F[C@]1(Cl)[C@@H]2CN[C@H]1C2
Energy, Eh: -809.4153
Net charge: 0
HOMO energy, hartree: -0.3420
HOMO-LUMO gap, eV: 10.2

XYZ file:
```
15
Properties=species:S:1:pos:R:3:forces:R:3:nbo_charge:R:1
F -1.05852 -1.93832 -0.03684 -1.131 1.211 -0.682 -0.352
C -1.21356 -0.53649 0.00280 2.874 -0.670 -1.003 0.286
Cl -2.85494 -0.14933 -0.01761 -1.284 0.391 0.208 0.040
C -0.17521 0.35971 -0.99703 -0.352 -3.959 2.092 -0.224
C 1.03627 -0.66031 -0.74966 1.819 7.954 3.006 -0.203
N 0.90546 -0.89750 0.72791 -4.400 -1.227 -2.442 -0.582
C -0.19652 0.01906 1.04115 -2.246 -0.966 2.444 -0.100
C -0.10157 1.29559 0.21745 -2.552 -2.145 -0.900 -0.443
H -0.34849 0.66803 -1.99192 -0.498 0.240 -0.951 0.225
H 1.96489 0.18444 -0.79109 -1.699 -2.627 -0.577 0.147
H 1.25750 -1.48756 -1.26493 0.223 -2.905 -2.272 0.207
H 1.61252 -0.50699 1.14924 5.262 2.104 2.735 0.340
H -0.51560 0.03188 2.17520 0.796 -0.027 -2.222 0.217
H -1.08032 1.80078 0.28709 0.891 0.487 0.109 0.233
H 0.76808 1.81698 0.24825 2.298 2.138 0.454 0.209
```
Forces are in eV/Å.

***

DFT (wB97M-V/def2-TZVPD) results for a single C5H7ClN2 molecule in a non-equilibrium geometry.

Summary:
SMILES: Cl/C=C\C=N/N1CC1
Energy, Eh: -764.3051
Net charge: 0
HOMO energy, hartree: -0.3341
HOMO-LUMO gap, eV: 9.6

XYZ file:
```
15
Properties=species:S:1:pos:R:3:forces:R:3:nbo_charge:R:1
Cl -1.29775 2.82608 -2.70918 -0.009 -0.259 0.281 -0.028
C -0.59631 1.22293 -2.64151 0.082 0.366 0.202 -0.148
C -0.17407 0.58929 -1.53741 -0.744 1.359 -1.673 -0.303
C -0.49436 1.18648 -0.24513 0.147 -0.810 0.600 0.047
N -0.25733 0.62413 0.86806 0.671 -0.102 0.451 -0.254
N 0.55360 -0.55142 0.70839 -0.621 0.661 0.609 -0.303
C 1.14437 -0.97160 2.01601 1.817 0.044 -1.106 -0.260
C -0.00207 -1.66165 1.46194 -1.712 0.300 1.644 -0.267
H -0.54662 0.87823 -3.65280 0.335 -0.546 -0.181 0.214
H 0.32403 -0.35579 -1.71657 -0.150 0.077 0.575 0.259
H -1.06288 2.10721 -0.16444 0.032 -0.075 -0.355 0.212
H 2.15392 -1.39548 1.82996 -0.782 0.291 0.439 0.202
H 1.08354 -0.26751 2.82376 -0.371 0.068 0.226 0.218
H 0.14746 -2.53278 0.94380 0.455 -2.233 -0.961 0.198
H -0.97554 -1.69813 2.01513 0.850 0.858 -0.751 0.213
```
Forces are in eV/Å.

***

DFT (wB97M-V/def2-TZVPD) results for a single C5H7ClN2 molecule in a non-equilibrium geometry.

Summary:
SMILES: Cl/C=C\C=N/N1CC1
Energy, Eh: -764.3088
Net charge: 0
HOMO energy, hartree: -0.3324
HOMO-LUMO gap, eV: 9.4

XYZ file:
```
15
Properties=species:S:1:pos:R:3:forces:R:3:nbo_charge:R:1
Cl 1.46669 0.58593 2.87641 0.147 -0.618 -1.191 -0.052
C 1.84357 0.11044 1.18391 0.050 0.672 1.069 -0.132
C 0.96351 0.02515 0.19774 0.164 -0.686 0.433 -0.307
C -0.49468 0.02288 0.37120 -0.210 1.428 -0.893 0.052
N -1.32722 -0.02778 -0.61671 0.733 -0.957 2.491 -0.266
N -0.71798 -0.34814 -1.84360 -1.113 -0.037 -1.059 -0.299
C -1.70851 -1.24191 -2.60309 0.003 -0.058 1.115 -0.265
C -1.69106 0.19608 -2.80508 -0.447 0.838 -0.941 -0.266
H 2.90872 -0.00913 1.02968 -0.108 0.192 0.106 0.216
H 1.41286 -0.10483 -0.78101 -0.384 -0.231 0.026 0.255
H -0.86702 0.30667 1.37172 -0.053 -0.381 -0.682 0.208
H -1.27519 -1.91596 -3.32764 0.194 0.032 0.138 0.212
H -2.49832 -1.64250 -1.95609 0.364 0.115 -0.400 0.216
H -1.23705 0.59504 -3.71049 -0.196 -0.002 0.168 0.206
H -2.53828 0.76545 -2.37113 0.855 -0.307 -0.379 0.222
```
Forces are in eV/Å.

***

DFT (wB97M-V/def2-TZVPD) results for a single C5H7ClN2 molecule in a non-equilibrium geometry.

Summary:
SMILES: C=C(Cl)[C@@H]1CN=CN1
Energy, Eh: -764.3859
Net charge: 0
HOMO energy, hartree: -0.3431
HOMO-LUMO gap, eV: 10.1

XYZ file:
```
15
Properties=species:S:1:pos:R:3:forces:R:3:nbo_charge:R:1
C 0.97852 1.70776 -0.62934 -1.063 -0.839 0.533 -0.428
C 0.90501 0.48519 -0.08560 -0.478 1.355 0.685 -0.007
Cl 2.31882 -0.53327 0.08059 -0.229 0.080 -0.454 -0.007
C -0.28140 -0.12740 0.66960 -0.143 0.177 -0.471 -0.131
C -0.90329 -1.27122 -0.22322 1.818 -0.276 -0.643 -0.253
N -2.15470 -0.77496 -0.76276 -0.022 1.100 1.152 -0.446
C -2.39206 0.27968 -0.07868 -1.520 0.997 -1.255 0.249
N -1.47986 0.72889 0.90384 0.337 0.104 -1.202 -0.623
H 1.84050 2.00954 -1.18525 0.366 0.307 -0.011 0.224
H 0.11953 2.40701 -0.52717 0.709 -0.694 -0.377 0.205
H 0.13121 -0.46701 1.61286 -0.191 -0.249 0.170 0.219
H -1.09648 -2.18634 0.33196 0.145 -0.074 0.101 0.210
H -0.14465 -1.48855 -1.04243 -1.138 -0.069 0.841 0.208
H -3.31690 0.91475 -0.30705 1.366 -0.936 0.610 0.192
H -1.35186 1.75460 0.84305 0.042 -0.983 0.322 0.387
```
Forces are in eV/Å.

***

DFT (wB97M-V/def2-TZVPD) results for 2 unconnected molecules or ions with the total composition C5H7ClN2O4 in a non-equilibrium geometry.

Summary:
Energy, Eh: -1065.1982
Net charge: 0
HOMO energy, hartree: -0.3557
HOMO-LUMO gap, eV: 8.7

XYZ file:
```
19
Properties=species:S:1:pos:R:3:forces:R:3:nbo_charge:R:1
C 2.58481 1.42631 -0.35445 -0.067 -2.731 -1.273 0.323
C 1.64857 -0.99475 0.15996 0.278 -0.345 0.276 0.727
C -1.02526 0.45526 0.69835 0.171 -0.308 -0.276 -0.635
C -0.70831 -0.90688 0.09435 -0.363 0.076 0.416 -0.073
C 2.82251 -0.78603 -0.70831 -1.512 2.951 -0.004 -0.229
N 1.76784 1.84259 -1.13762 -0.059 -0.044 -0.147 -0.614
N 4.13780 -0.99733 -0.27978 0.708 -0.281 0.441 0.481
O 1.65431 -1.17759 1.34819 -0.162 -0.014 0.123 -0.587
O 4.95258 -1.30851 -1.13380 0.239 -0.087 -0.306 -0.403
O 4.41395 -0.79045 0.88958 0.025 -0.371 0.109 -0.379
O 0.54173 -0.89521 -0.59506 0.170 -0.038 -0.376 -0.508
Cl 3.60010 1.77245 0.88061 0.243 0.851 0.576 0.201
H -0.28606 0.71327 1.44918 0.073 0.043 0.155 0.220
H -1.02426 1.21736 -0.07751 -0.055 0.080 -0.056 0.205
H -2.00568 0.42531 1.16477 -0.111 0.032 0.068 0.220
H -1.44669 -1.17626 -0.66362 0.134 -0.032 0.096 0.192
H -0.67924 -1.67076 0.87704 -0.031 0.054 -0.162 0.201
H 2.66992 -0.85786 -1.77367 0.166 -0.079 0.038 0.252
H 1.41896 2.78344 -1.25029 0.152 0.242 0.303 0.407
```
Forces are in eV/Å.

***

DFT (wB97M-V/def2-TZVPD) results for a single C5H7ClN2S molecule in a non-equilibrium geometry.

Summary:
Energy, Eh: -1162.4618
Net charge: 0
HOMO energy, hartree: -0.2871
HOMO-LUMO gap, eV: 8.0

XYZ file:
```
16
Properties=species:S:1:pos:R:3:forces:R:3:nbo_charge:R:1
C -1.61844 -0.10408 -0.81441 0.534 0.628 -0.319 -0.577
C -0.70016 0.87972 -0.54181 -2.976 0.681 -1.136 0.254
C 1.96028 -1.12142 0.36162 -2.458 2.157 -1.458 0.303
C -1.14705 2.39184 -0.55483 0.129 -4.019 1.213 -0.633
C 2.85082 -2.11590 0.97466 -0.242 2.566 2.692 -0.686
N 0.58222 0.71423 -0.25450 0.142 3.603 -0.446 -0.369
N 1.15188 -0.31571 0.01922 4.433 -5.697 2.130 0.022
S -3.28883 0.15503 -1.13981 0.144 0.407 0.027 0.274
Cl -3.93063 -0.28781 0.76098 -0.625 -0.047 0.417 -0.232
H -1.15939 2.80709 -1.50283 -0.941 0.604 -1.881 0.225
H -1.99183 2.38398 0.10541 -0.984 0.622 -0.433 0.234
H -0.40241 2.87494 -0.05866 2.240 1.504 1.546 0.213
H 2.48932 -2.18261 2.08503 1.317 0.194 -1.720 0.256
H 2.68915 -3.04297 0.59365 -0.611 -2.741 -1.374 0.245
H 3.93134 -1.88803 0.80781 -0.943 0.149 0.539 0.262
H -1.41626 -1.14830 -0.84152 0.841 -0.611 0.201 0.209
```
Forces are in eV/Å.

***

DFT (wB97M-V/def2-TZVPD) results for a molecular structure, C5H7ClO in a non-equilibrium geometry.

Summary:
Energy, Eh: -730.0871
Net charge: 0
HOMO energy, hartree: -0.3744
HOMO-LUMO gap, eV: 11.2

XYZ file:
```
14
Properties=species:S:1:pos:R:3:forces:R:3:nbo_charge:R:1
C 1.29877 -0.05546 -0.30281 -0.824 -0.038 -0.140 -0.240
C 0.31361 -0.89666 0.60243 0.254 -0.044 -0.975 0.073
C -1.01336 -0.82653 -0.15637 -0.112 1.928 0.506 -0.428
C -0.99932 0.75326 -0.34354 0.435 -0.476 0.941 -0.420
C 0.40321 1.00757 0.36277 -1.701 1.287 -0.171 0.058
H 1.25328 -0.23133 -1.40016 -0.252 0.346 0.810 0.218
H 0.55326 -1.89377 0.86309 0.648 -0.745 1.113 0.202
H -0.91619 -1.27991 -1.11960 -0.210 -0.645 -0.504 0.207
H -1.88837 -1.19573 0.41137 0.630 0.079 -0.327 0.225
H -1.76503 1.29274 0.23479 0.196 -0.357 -0.238 0.219
H -1.06739 1.04770 -1.38771 0.188 0.141 -0.017 0.208
H 0.54034 2.09887 0.57852 0.677 -1.139 -0.248 0.216
O 0.25891 0.18115 1.57124 0.348 -0.187 -1.093 -0.508
Cl 3.02827 -0.00190 0.08598 -0.275 -0.149 0.342 -0.029
```
Forces are in eV/Å.

***

DFT (wB97M-V/def2-TZVPD) results for a single C5H7ClS2 molecule in a non-equilibrium geometry.

Summary:
SMILES: C[C@@]1(Cl)CC(=S)[C@@H]1S
Energy, Eh: -1451.2431
Net charge: 0
HOMO energy, hartree: -0.3257
HOMO-LUMO gap, eV: 8.6

XYZ file:
```
15
Properties=species:S:1:pos:R:3:forces:R:3:nbo_charge:R:1
C -1.74033 0.00511 -0.65963 0.639 0.186 -0.840 -0.620
C -0.49792 -0.14193 0.20756 -1.911 -0.493 -1.125 0.000
Cl -1.06427 -0.13955 1.89954 0.540 0.158 0.160 -0.034
C 0.42830 -1.35588 -0.08891 0.577 0.308 0.793 -0.506
C 1.55681 -0.37290 0.19195 1.262 -0.425 -0.255 -0.047
S 3.04439 -0.53087 0.78775 -0.645 0.138 -0.156 0.102
C 0.65824 0.80195 -0.14355 0.985 -0.141 0.857 -0.485
S 0.93935 2.41536 0.52166 -0.074 0.433 0.267 0.033
H -2.30475 0.89658 -0.36548 -0.126 -0.410 0.035 0.234
H -2.31582 -0.92358 -0.65366 -0.238 0.335 0.195 0.225
H -1.40035 0.17684 -1.70360 -0.228 -0.170 0.451 0.205
H 0.41156 -1.60544 -1.16192 -0.114 -0.101 0.406 0.239
H 0.42164 -2.23172 0.58774 -0.249 0.433 -0.592 0.253
H 0.73546 0.94474 -1.22294 -0.390 -0.143 -0.114 0.262
H 1.12766 2.06129 1.80349 -0.028 -0.108 -0.081 0.139
```
Forces are in eV/Å.

***

DFT (wB97M-V/def2-TZVPD) results for a single C5H7ClS2 molecule in a non-equilibrium geometry.

Summary:
SMILES: CCC(Cl)(C=S)C=S
Energy, Eh: -1451.2216
Net charge: 0
HOMO energy, hartree: -0.3359
HOMO-LUMO gap, eV: 7.7

XYZ file:
```
15
Properties=species:S:1:pos:R:3:forces:R:3:nbo_charge:R:1
C -0.14633 -1.62466 0.78327 0.965 0.558 -0.005 -0.611
C -0.07088 -0.12463 1.09469 1.756 -0.830 -0.493 -0.441
C 0.06565 0.73630 -0.14984 -0.082 0.957 -0.068 -0.080
Cl 0.33076 2.50663 0.46867 -0.200 -0.628 -0.362 -0.057
C -1.19107 0.88815 -1.04378 0.080 -1.287 0.537 -0.291
S -2.62759 0.19489 -0.80796 0.370 0.341 0.283 0.128
C 1.30811 0.60212 -1.04893 -0.342 0.914 -0.920 -0.297
S 2.75910 -0.06624 -0.80797 -1.005 0.159 0.142 0.135
H 0.86905 -1.88490 0.40283 -0.974 -0.373 0.163 0.215
H -0.92216 -1.80002 0.06715 -0.253 -0.447 -0.525 0.210
H -0.38512 -2.17949 1.69175 0.191 -0.011 -0.077 0.221
H -0.90112 0.19859 1.66437 -0.817 0.486 0.582 0.232
H 0.87043 -0.02696 1.67525 -0.649 0.470 -0.157 0.232
H -1.06207 1.37030 -1.99794 0.454 0.558 -0.106 0.204
H 1.10324 1.20994 -1.99154 0.506 -0.865 1.006 0.199
```
Forces are in eV/Å.

***

DFT (wB97M-V/def2-TZVPD) results for a single C5H7ClS2 molecule in a non-equilibrium geometry.

Summary:
SMILES: S=C1[C@@H](CS)C[C@H]1Cl
Energy, Eh: -1451.1946
Net charge: 0
HOMO energy, hartree: -0.3258
HOMO-LUMO gap, eV: 8.3

XYZ file:
```
15
Properties=species:S:1:pos:R:3:forces:R:3:nbo_charge:R:1
S -2.42946 -0.70095 0.36531 -0.159 -0.273 0.289 0.141
C -0.95542 -0.32169 0.80429 2.173 0.937 -1.330 -0.091
C 0.46239 -0.41920 0.05922 0.567 -2.989 0.651 -0.291
C 0.50080 -1.00144 -1.32832 -0.081 0.778 -0.764 -0.516
S -0.34422 0.18602 -2.47044 -2.586 -2.167 -0.480 -0.100
C 0.79844 0.97054 0.53753 0.924 -2.668 2.407 -0.405
C -0.29420 0.76610 1.63729 -0.436 1.530 -1.644 -0.266
Cl -1.11160 2.29002 1.99725 -0.576 -0.022 0.286 -0.034
H 1.21007 -1.15935 0.53199 -1.378 1.040 0.406 0.232
H 1.56463 -1.26480 -1.67379 -1.741 0.452 0.371 0.236
H -0.14546 -1.87989 -1.24640 0.431 -0.155 -0.432 0.245
H -1.70224 -0.58957 -2.52152 3.024 1.782 0.098 0.168
H 1.84319 1.02213 0.84642 -0.169 0.306 0.340 0.218
H 0.58783 1.75371 -0.07453 -0.964 2.081 -1.869 0.231
H 0.01525 0.34839 2.53568 0.970 -0.630 1.671 0.233
```
Forces are in eV/Å.

***

Q: Look up the HOMO energy of the ninth one.
A: -0.3359 hartree